No. 1
A single C18H23N3O3 molecule in a non-equilibrium geometry. Source: the Open Molecules 2025 dataset; level of theory: ωB97M-V/def2-TZVPD.

Values from the calculation:
Orbital gap in eV: 7.326
HOMO level in eV: -7.39
Structure (SMILES): N#C/C(=C/c1ccc(N2CCOCC2)o1)C(=O)NC1CCCCC1
Charge: 0

Each line ends with the Löwdin charge.
Cartesian coordinates (Å):
1 N -1.89 -1.31 0.04  0.112
2 C 2.13 1.50 -1.24  -0.161
3 C 4.40 1.97 -0.89  -0.178
4 H -2.39 -2.00 0.58  0.144
5 H 5.12 -1.63 0.89  0.101
6 H -1.57 0.83 1.63  0.110
7 H 1.14 0.91 0.60  0.118
8 C -0.32 -3.06 -0.31  -0.148
9 H -2.61 2.70 0.38  0.114
10 C 4.07 -1.75 0.68  0.004
11 H -3.26 2.61 2.02  0.108
12 H -5.58 1.10 -1.26  0.109
13 H 1.75 2.48 -1.57  0.126
14 H 4.61 2.04 1.29  0.125
15 C 4.46 1.29 0.51  -0.103
16 C -2.58 0.72 1.23  -0.150
17 H -4.53 -0.77 -0.01  0.121
18 H -3.99 1.80 -1.58  0.116
19 H 5.27 0.57 0.55  0.111
20 O -0.12 -0.88 -1.29  0.068
21 C -4.57 1.21 -0.86  -0.200
22 H -1.89 0.55 -0.81  0.151
23 C 2.07 1.39 0.29  -0.103
24 C -4.62 1.96 0.47  -0.211
25 H -3.16 0.13 1.94  0.120
26 H 3.80 -3.93 0.48  0.118
27 C 2.06 -2.62 0.25  -0.248
28 H 1.15 -4.52 0.06  0.138
29 O 1.92 -1.26 0.33  0.101
30 C -1.34 -4.00 -0.42  -0.229
31 C -3.22 2.10 1.05  -0.202
32 C -3.93 -0.16 -0.69  -0.146
33 H -5.07 2.94 0.33  0.107
34 N -2.22 -4.74 -0.49  0.154
35 C -0.74 -1.64 -0.57  -0.439
36 C 0.95 -3.45 -0.01  0.060
37 H -3.88 -0.67 -1.65  0.121
38 C 3.39 -2.94 0.48  0.013
39 H -5.25 1.40 1.17  0.114
40 C 3.12 -0.74 0.57  -0.261
41 C -2.52 -0.01 -0.11  -0.321
42 H 2.14 2.37 0.77  0.128
43 H 4.14 3.03 -0.79  0.123
44 H 5.36 1.88 -1.40  0.125
45 N 3.20 0.61 0.76  -0.049
46 H 1.54 0.70 -1.70  0.107
47 O 3.46 1.32 -1.70  -0.122



No. 2
A 9-piece molecular cluster, C38H102N8O11 overall in a non-equilibrium geometry. Source: the Open Molecules 2025 dataset; level of theory: ωB97M-V/def2-TZVPD.

Values from the calculation:
Orbital gap (spin up / spin down) in eV: 7.576 / 2.339
HOMO level (spin up / spin down) in eV: -9.68 / -9.68
<S²>: 0.754
Charge: +1
Multiplicity: 2

Each line ends with the Löwdin charge.
Cartesian coordinates (Å):
1 H 3.85 -2.29 0.04  0.063
2 H 4.76 2.56 -1.82  0.061
3 O 5.09 -0.77 -0.73  -0.167
4 C 0.08 0.39 0.59  -0.386
5 H -0.26 0.27 4.30  0.070
6 H 0.50 1.93 -4.56  0.096
7 C -4.69 0.03 2.27  -0.427
8 H -4.49 -3.79 -0.89  0.059
9 H -3.62 3.72 1.15  0.081
10 H -5.57 -0.61 0.35  0.098
11 H 5.01 -2.35 -4.25  0.098
12 H 6.08 2.46 -2.90  0.085
13 N -1.95 -3.12 -1.65  0.069
14 C -5.48 1.31 2.33  -0.200
15 H -4.55 -1.69 -3.20  0.138
16 C 3.96 -2.59 -4.08  -0.065
17 C 1.25 4.56 2.50  -0.089
18 N 1.97 -1.43 4.98  0.045
19 O 2.95 1.05 2.42  -0.250
20 H -1.52 1.60 -0.23  0.085
21 C -4.74 -4.53 2.28  -0.082
22 H -4.05 0.25 0.12  0.047
23 H 1.43 -1.02 3.01  0.110
24 H 0.84 -4.00 5.45  0.134
25 H 2.96 -7.23 2.83  0.096
26 H -0.35 -0.89 -3.88  0.102
27 H 3.78 2.25 1.06  0.093
28 H 5.37 -2.16 0.80  0.098
29 H -0.92 -3.03 2.34  0.133
30 N -5.11 -1.07 3.17  0.064
31 H 1.02 3.64 -8.48  0.086
32 C -3.77 2.87 1.82  -0.097
33 C 1.61 -1.91 -3.94  -0.138
34 H 1.63 -2.34 -2.94  0.088
35 C 1.01 -0.84 0.24  -0.137
36 C 2.21 -6.47 2.60  -0.062
37 H -3.71 -5.14 -1.80  0.087
38 H -2.37 -4.84 3.58  0.120
39 C 4.83 0.63 -2.60  -0.426
40 H -2.95 -3.52 -3.48  0.143
41 O -3.54 -3.75 2.28  -0.223
42 C -4.60 -0.41 0.80  -0.051
43 H -0.31 6.73 2.52  0.120
44 H -3.93 -1.26 0.81  0.057
45 H 3.82 -2.79 -3.02  0.071
46 O 1.71 2.11 -1.97  -0.140
47 C -3.18 -3.19 -2.47  -0.428
48 H -0.36 0.15 1.55  0.116
49 H 0.75 1.98 -9.17  0.092
50 H 3.60 0.59 4.36  0.134
51 C 5.54 1.88 -2.15  -0.043
52 H 0.73 5.25 -2.12  0.081
53 H 0.41 -4.01 0.30  0.089
54 H 0.16 -2.18 4.26  0.078
55 C 0.99 -4.57 3.44  -0.217
56 H -3.71 0.28 2.69  0.116
57 C 1.06 -3.14 0.18  -0.150
58 O 1.30 2.14 -7.19  -0.207
59 H -1.25 5.36 4.25  0.071
60 C -1.03 0.63 -0.37  -0.044
61 H -0.90 1.10 -4.92  0.092
62 C -2.69 -3.81 3.44  -0.157
63 H -2.95 6.44 1.31  0.059
64 H 0.80 1.31 3.48  0.064
65 H -1.67 4.17 1.29  0.087
66 H -0.44 3.04 -6.57  0.120
67 H -6.05 -1.26 2.88  0.071
68 C -4.16 -4.15 -1.86  -0.054
69 C 3.15 0.14 3.48  -0.185
70 H 0.45 2.38 1.26  0.059
71 N 3.88 0.93 -3.68  0.072
72 C 1.81 -0.50 3.89  -0.422
73 H 1.77 4.62 1.55  0.090
74 H -2.34 6.69 4.12  0.079
75 H -5.27 -4.19 1.39  0.082
76 O -5.00 2.27 1.36  -0.170
77 C -3.03 0.42 -2.97  -0.119
78 C -1.18 6.14 2.22  -0.380
79 C 1.90 3.51 -1.87  -0.297
80 H 1.49 -3.25 -0.82  0.087
81 H 3.61 -3.41 -4.70  0.091
82 H 0.26 3.89 -3.25  0.068
83 H 1.64 1.50 1.30  0.040
84 H 1.71 -3.83 3.09  0.123
85 H -2.90 2.21 1.84  0.073
86 H 2.68 -5.90 1.80  0.087
87 H 1.28 5.49 3.08  0.094
88 C 4.06 1.82 2.02  -0.072
89 H 6.15 1.56 -1.30  0.078
90 C -0.79 4.79 1.46  -0.172
91 O 0.00 3.95 2.27  -0.218
92 C 0.79 0.57 4.28  -0.025
93 H 3.90 -0.64 3.31  0.121
94 H 1.89 -3.25 0.89  0.066
95 H 4.84 1.14 1.68  0.086
96 H -0.40 5.08 0.48  0.116
97 H 0.93 1.05 5.25  0.094
98 H 2.74 -2.08 4.87  0.091
99 C 0.14 -4.18 4.64  -0.062
100 O 1.71 -5.76 3.75  -0.164
101 H 1.89 3.85 3.02  0.081
102 H 2.11 3.75 -0.83  0.091
103 C -1.91 5.87 3.54  -0.074
104 O -2.61 -0.91 -2.99  -0.205
105 H 1.64 -0.05 -5.76  0.100
106 C 4.15 -0.13 -1.50  -0.250
107 H -2.28 -2.97 -0.71  0.050
108 H -5.07 -4.22 -2.46  0.085
109 H -0.64 0.56 -1.39  0.081
110 H 3.07 1.39 -3.30  0.032
111 C -3.68 -1.77 -2.55  -0.187
112 C -1.48 -2.83 3.25  -0.087
113 H 2.74 3.82 -2.50  0.116
114 H 1.34 -6.99 2.20  0.094
115 H -0.66 -4.91 4.82  0.130
116 H 0.27 -4.80 2.66  0.115
117 H 3.56 0.54 -0.87  0.108
118 O 2.98 -1.57 -4.33  -0.280
119 N 0.83 1.62 0.72  0.086
120 H 1.76 -0.84 1.03  0.089
121 C 4.57 -1.55 0.38  -0.056
122 H -2.80 5.26 3.39  0.057
123 C 0.70 -0.64 -4.04  -0.181
124 H 1.47 -0.79 -0.74  0.118
125 H -3.96 -1.48 -1.54  0.097
126 H -3.42 0.70 -1.98  0.072
127 H -3.82 0.69 -3.67  0.096
128 H -3.24 -3.46 4.31  0.133
129 H 4.55 2.47 2.75  0.104
130 H -3.88 3.31 2.81  0.082
131 H -1.83 -0.08 -0.17  0.066
132 N -2.10 6.98 1.44  0.029
133 C 0.00 2.04 -6.65  -0.200
134 H -6.52 1.13 2.09  0.129
135 H 2.17 -0.92 5.84  0.097
136 H 5.53 -0.04 -3.09  0.137
137 H -4.59 -5.60 2.21  0.096
138 H 4.03 -0.84 1.00  0.052
139 H 1.29 -2.66 -4.66  0.121
140 H -1.64 -2.18 -1.83  0.038
141 H -0.56 1.51 -7.42  0.115
142 C 0.61 4.18 -2.26  -0.081
143 H 3.58 0.02 -4.00  0.017
144 H -2.43 7.79 1.96  0.070
145 O 0.28 -2.05 0.44  -0.187
146 N -0.57 -2.86 4.39  0.212
147 C 1.35 2.60 -8.49  -0.131
148 H 1.30 1.79 -1.16  0.013
149 H -5.55 1.71 3.34  0.125
150 N 0.70 -0.07 -5.41  -0.020
151 H 1.11 0.03 -3.28  0.084
152 H -5.47 -4.30 3.06  0.093
153 H -4.62 -1.92 2.90  0.019
154 H 3.43 -0.87 -1.85  0.100
155 H 2.42 2.66 -8.70  0.096
156 H -1.81 -1.79 3.23  0.134
157 H -0.20 3.84 -1.62  0.058
158 H -2.23 1.11 -3.25  0.076
159 C 0.10 1.27 -5.32  -0.188



No. 3
C17H20BaN6O7 as an isolated structure in a non-equilibrium geometry. Source: the Open Molecules 2025 dataset; level of theory: ωB97M-V/def2-TZVPD.

Values from the calculation:
Orbital gap in eV: 5.166
HOMO level in eV: -6.00
Charge: 0

Each line ends with the Löwdin charge.
Cartesian coordinates (Å):
1 H -1.56 1.62 2.96  0.141
2 C -0.52 -4.73 1.40  -0.051
3 C -0.47 1.66 2.90  -0.110
4 O 0.20 3.74 2.00  0.164
5 H -2.99 -5.58 3.58  0.089
6 H -0.65 -5.18 -1.20  0.105
7 H -0.79 -6.37 2.75  0.097
8 H 1.80 0.69 3.75  0.138
9 H 3.14 -2.52 -2.92  0.099
10 C -2.45 -5.01 2.83  -0.127
11 C 1.96 0.86 1.57  -0.712
12 H 0.73 -6.05 -3.01  0.096
13 H -2.02 -0.96 -4.05  0.159
14 C -2.28 -3.10 1.37  -0.065
15 C 2.03 -4.35 -3.10  -0.132
16 C -1.04 -3.53 0.87  -0.342
17 H -2.71 -2.19 0.97  0.070
18 C -2.97 -3.83 2.33  -0.111
19 N -0.39 -0.51 -2.82  0.067
20 O 2.41 2.00 1.66  0.050
21 N -3.07 0.40 -0.08  -0.438
22 C -0.14 2.51 1.67  -0.530
23 C -1.22 -5.45 2.36  -0.103
24 H -4.64 0.05 -2.00  0.098
25 H -3.93 -3.47 2.69  0.097
26 H -0.02 -1.46 -2.70  0.070
27 N -2.25 -0.02 -1.05  -0.056
28 C 0.44 -3.32 -0.98  -0.350
29 C 2.30 -3.10 -2.55  -0.116
30 C 1.41 0.20 2.86  -0.090
31 H -0.08 2.15 3.79  0.151
32 H 1.63 -0.86 2.87  0.138
33 H -4.22 -0.39 -3.63  0.125
34 O -0.32 2.14 0.53  -0.134
35 H 0.15 0.01 -3.48  0.106
36 C 0.19 -4.59 -1.56  -0.051
37 O 1.77 0.17 0.52  -0.365
38 Ba -0.35 -0.17 0.50  2.374
39 H 2.64 -4.75 -3.90  0.087
40 C 1.53 -2.60 -1.52  -0.095
41 H 0.50 4.21 1.21  0.155
42 C 0.97 -5.08 -2.59  -0.109
43 N -0.35 -2.74 -0.03  -0.146
44 N -1.74 -0.50 -3.19  0.005
45 O -2.57 0.40 1.05  -0.197
46 H 1.78 -1.64 -1.08  0.073
47 H 0.45 -5.08 1.07  0.110
48 O -4.22 0.77 -0.28  0.068
49 O -0.03 0.32 2.81  -0.342
50 N -3.97 -0.28 -2.67  0.214
51 C -2.69 -0.25 -2.28  -0.368



No. 4
C16H21AuBN5O3S2 as an isolated structure. Source: the Open Molecules 2025 dataset; level of theory: ωB97M-V/def2-TZVPD.

Values from the calculation:
Orbital gap in eV: 5.671
HOMO level in eV: -1.59
Charge: -2

Each line ends with the Löwdin charge.
Cartesian coordinates (Å):
1 H 3.09 -0.05 1.52  0.086
2 S -3.43 -3.36 1.73  0.394
3 Au -1.11 -1.26 -0.53  0.561
4 H -0.40 -0.90 -3.08  0.000
5 C 4.33 -2.14 -1.87  -0.021
6 H -0.35 -2.65 -2.67  0.007
7 H 1.98 1.03 0.67  0.078
8 H 4.95 0.45 -0.27  0.087
9 C 2.36 0.01 0.71  -0.012
10 C -3.21 -1.77 2.23  -1.248
11 H 5.34 -1.79 -1.60  0.081
12 H 4.03 -1.66 -2.80  0.093
13 N -3.31 2.68 0.18  -0.042
14 C -1.16 2.25 -1.36  -0.419
15 B 1.28 -1.45 -1.74  -0.821
16 H 1.51 -0.64 0.94  0.082
17 N -3.68 1.24 4.07  0.093
18 C 2.97 -0.35 -0.64  -0.491
19 O -4.45 3.24 -1.69  0.002
20 H 2.99 -2.46 1.29  0.089
21 C 3.32 -1.86 -0.76  -0.499
22 C -3.39 2.85 -1.22  -0.524
23 C 3.78 -2.50 0.54  -0.013
24 H 0.59 1.31 -1.81  0.057
25 H -0.08 1.94 0.53  0.083
26 O 1.95 -0.20 -1.64  0.032
27 H -2.17 2.27 1.86  0.097
28 H -4.95 3.79 0.88  0.084
29 H 4.67 -2.00 0.93  0.086
30 H 4.02 -3.55 0.36  0.085
31 C -3.78 0.14 3.73  -0.323
32 C -2.14 2.39 0.78  -0.132
33 O 2.08 -2.44 -1.15  0.087
34 H -0.36 1.80 -3.11  0.090
35 H 4.47 0.47 -1.98  0.078
36 H -4.33 2.52 1.99  0.053
37 S -2.11 -0.62 1.49  0.453
38 H -5.27 2.08 0.55  0.097
39 C -4.54 2.78 0.95  -0.024
40 C -3.91 -1.22 3.34  -0.448
41 C -1.00 2.22 0.06  -0.068
42 C -4.81 -1.98 4.13  -0.319
43 C -0.09 -1.64 -2.35  -0.194
44 H 3.76 1.63 -0.86  0.088
45 N -0.08 1.99 -2.16  0.145
46 N -5.57 -2.55 4.79  0.083
47 H 4.37 -3.21 -2.04  0.087
48 N -2.29 2.54 -1.95  0.172
49 C 4.11 0.60 -0.96  -0.015